Entry 1:
58
Properties=species:S:1:pos:R:3:forces:R:3:lowdin_spin:R:1 method="wB97M-V/def2-TZVPD" e_tot_ha=-2297.6477 charge=-1 e_homo_ev="-2.73 / -4.31" largest_force_ev_per_a=3.91 e_lumo_ha="0.086 / 0.086" spin_multiplicity=4
H 2.0853 0.3796 -1.7000 -0.3 0.0 0.1 0.000
H -3.2174 -2.4675 -2.7648 0.2 -0.3 0.3 0.000
C -3.2817 -1.3271 -0.8392 -0.5 0.0 -1.6 0.008
H 1.8680 -3.5974 2.0665 0.0 -0.2 0.2 0.000
H 0.2072 -2.9087 0.3401 -0.2 0.3 -0.5 0.000
H 4.4346 1.0894 1.1106 -0.2 0.1 0.4 0.000
H 2.8880 -1.5218 -0.2772 0.1 -0.3 0.1 0.000
H 3.3836 2.5181 3.0015 0.1 -0.6 -0.2 0.000
C -0.6276 1.3095 -3.7483 0.6 -1.7 0.3 0.001
C 1.6390 0.6001 -2.6697 -0.1 -0.8 -0.5 0.000
H -1.6716 1.0087 -3.6612 -0.1 0.1 -0.4 0.000
H -4.8660 -2.5670 -0.1840 -0.4 0.5 0.4 0.000
H 3.3904 4.0869 2.4064 -0.1 0.4 -0.3 0.000
O 2.1218 1.4890 0.8677 -0.8 -3.1 -0.5 0.001
O -0.4499 2.0347 1.6080 1.7 -0.3 -0.1 0.039
O -2.7297 1.8845 0.2640 -0.3 -1.1 -0.9 0.037
H -4.6284 -1.4758 -2.6057 -0.2 0.0 0.3 0.000
O 0.5666 -0.8891 0.6606 -0.7 -0.4 -0.4 0.025
H -0.0906 2.0938 2.5146 -0.9 -0.4 -0.5 0.002
H -0.1848 1.0731 -4.7158 -0.4 0.0 -0.3 0.000
F -1.9463 -0.6269 2.2381 1.2 -1.3 -2.0 0.033
C 1.3634 -2.6313 2.0555 1.2 0.0 -0.3 0.001
H 2.4957 3.2403 0.1461 0.6 0.9 -0.1 0.000
H 1.8809 3.2831 2.7785 -0.3 0.0 -0.7 0.000
C 1.0296 -2.2408 0.5958 -0.6 0.9 2.3 0.002
C -3.8287 -2.3513 0.0722 -1.5 -1.1 1.1 0.001
H -3.5284 1.7562 -0.2839 0.5 0.1 0.4 0.003
C 2.9074 2.5817 0.9108 0.7 0.5 0.2 0.000
V -1.2490 0.4033 0.5331 -0.2 2.1 0.8 2.779
F -2.5633 -1.2847 4.3221 0.6 -2.3 1.0 0.000
H 0.0735 1.8653 -1.3965 -0.2 0.3 0.5 0.002
H 1.3446 -0.3290 0.7128 0.3 0.7 0.2 0.002
H 2.4425 -3.3085 -0.4561 0.7 0.1 -0.4 0.000
H 0.5532 -2.6237 2.7845 -0.5 -0.1 -0.6 0.000
H 2.0574 -1.9026 2.4746 0.3 0.1 -0.2 0.000
C 2.1128 -2.2696 -0.4444 -0.8 -1.0 0.2 0.000
H 1.5633 -2.0423 -1.3579 0.5 0.0 -0.3 0.000
H -3.6484 -0.3320 -0.5876 0.0 0.0 0.3 0.003
H -3.0897 -0.7511 -2.9363 0.1 0.2 0.2 0.000
F -1.5654 0.7141 4.0271 2.1 0.6 0.8 0.000
B -2.3451 -0.2474 3.4874 -2.8 2.5 1.2 0.002
H 1.2717 1.7801 1.2056 -2.5 0.0 0.3 0.000
H -0.2109 -0.6017 -2.6838 0.0 0.1 -0.1 0.000
H -3.7078 -2.0547 1.1141 -0.4 0.4 0.0 0.000
H 5.0497 2.7475 0.9767 0.2 0.0 -0.1 0.000
C 4.2809 2.0563 0.6315 1.3 0.3 -0.7 0.000
H -1.5667 -2.1504 -0.8968 0.4 0.0 0.2 0.001
H 1.9331 1.6156 -2.9352 -0.1 0.0 -0.1 0.000
H 4.4568 1.8458 -0.4234 -0.1 0.2 -0.2 0.000
C -3.5720 -1.5274 -2.3422 -0.1 0.1 -0.2 0.001
C 0.1124 0.4388 -2.6535 0.2 2.3 -0.4 0.000
O -1.8899 -1.2821 -0.6453 0.7 0.1 -0.5 0.034
F -3.5933 0.3737 3.3355 -1.3 0.1 -0.5 0.000
C 2.8472 3.1488 2.2925 0.7 1.1 1.7 0.000
O -0.3212 0.9912 -1.4391 -0.4 -0.1 1.0 0.021
H -3.4454 -3.3715 0.0934 0.9 0.0 -0.8 0.000
H -0.5916 2.3885 -3.5975 0.4 -0.1 0.4 0.000
H 2.0506 -0.1142 -3.3828 0.3 0.2 -0.2 0.000


Entry 2:
22
Properties=species:S:1:pos:R:3:forces:R:3:nbo_charge:R:1 method="wB97M-V/def2-TZVPD" e_tot_ha=-404.0958 charge=-1 e_homo_ev=-3.04 largest_force_ev_per_a=5.33 e_lumo_ha=0.132
H 1.4639 0.5813 -0.4327 -1.1 -0.5 0.4 0.331
H 1.0604 4.4586 2.2043 1.0 0.8 1.5 0.433
C -0.0588 -0.7580 0.2086 -0.6 -0.5 1.0 -0.219
C -1.2008 -3.0732 -1.7961 2.6 -4.5 1.1 -0.589
H 1.3110 -1.6892 -1.0068 -0.3 -0.7 -0.3 0.195
H -1.9894 -2.4964 -1.5168 -2.1 1.9 0.4 0.204
O 0.7032 4.3876 1.3445 0.7 2.7 -0.8 -0.993
C 0.6848 -2.0622 -0.1714 -0.9 1.6 -2.9 -0.412
H -1.1327 -1.0053 -0.0405 0.8 1.0 -0.1 0.164
N 0.4290 0.4585 -0.5146 0.4 0.4 0.6 -0.707
H -0.0754 -0.6964 1.3388 0.2 0.5 -1.0 0.178
H 0.3589 3.5184 1.4707 -1.5 -3.1 -0.8 0.494
C -0.1805 -3.2766 -0.5900 -0.5 2.3 -1.4 -0.380
H 0.5279 -4.0478 -0.8345 -0.1 -0.8 0.1 0.188
H 1.4081 -2.3957 0.4836 1.3 -0.6 2.1 0.185
H -0.8685 -3.4937 0.2001 0.1 -0.7 1.0 0.186
H 0.0367 2.7446 -0.5505 0.3 -1.9 -0.2 0.102
H -1.5609 -4.1456 -1.9390 -0.1 1.2 0.1 0.177
C -0.2248 1.7621 0.0392 -2.5 0.0 -2.2 0.167
H -1.3565 1.4922 -0.3481 1.5 0.6 0.6 0.016
O -0.1484 2.0225 1.2998 0.3 -0.7 1.7 -0.918
H -0.7439 -2.8679 -2.7221 0.6 1.0 -1.0 0.199


Entry 3:
110
Properties=species:S:1:pos:R:3:forces:R:3:lowdin_charge:R:1 method="wB97M-V/def2-TZVPD" e_tot_ha=-9435.7671 charge=-2 e_homo_ev=-1.98 largest_force_ev_per_a=2.20 e_lumo_ha=0.128
H -0.2015 5.0214 0.5736 0.0 0.0 -0.1 0.101
C 1.0392 -0.8877 -3.5731 0.2 0.0 0.1 -0.654
S 4.9835 2.5910 1.3774 -0.1 0.1 -0.3 0.879
N 4.3526 -4.7112 -5.4618 -0.1 0.0 0.0 0.137
H -1.9513 -3.5065 0.8765 0.0 -0.1 0.0 -0.001
C 3.5458 -4.0658 3.2615 -0.3 0.2 -0.2 -0.219
H -1.9812 -1.2009 2.7567 0.0 -0.1 0.0 0.002
C 0.9300 -4.5951 -1.2078 0.0 0.4 0.2 -0.207
H -4.3593 0.9450 4.5213 0.0 0.0 0.0 0.071
Si 3.4845 -2.5637 2.0802 0.5 0.0 0.1 0.367
C -4.0260 6.2993 -2.5927 0.0 0.0 0.0 -0.048
C -3.6851 -1.8611 -0.9606 0.0 0.1 0.1 -0.285
H -0.6384 3.9897 -5.0275 0.0 0.0 0.0 0.079
C 4.4161 -1.2235 3.0469 -0.2 -0.1 -0.2 -0.242
H -5.2784 5.3680 -0.5249 0.0 0.0 0.0 0.062
H 2.0028 -4.7853 -1.2897 0.0 0.0 0.0 0.021
C -1.4322 -4.4648 0.8474 0.2 0.2 0.1 -0.232
C -2.2604 1.3258 4.1072 -0.2 0.0 -0.1 -0.250
C -3.3181 6.7744 -3.6884 -0.1 0.1 0.0 -0.304
H 0.2834 -4.4775 4.3997 0.0 0.0 0.1 0.006
H 0.4032 -5.4743 -1.5877 0.0 0.0 0.1 0.033
H 1.3109 -3.5214 5.4703 0.0 0.0 0.0 0.007
C -1.7647 -1.9034 3.5665 0.2 -0.1 -0.1 -0.244
H -2.2893 -1.5730 4.4683 0.0 -0.1 0.0 0.025
C 3.6185 -3.9045 -5.0909 0.3 -0.3 -0.1 -0.202
C -0.5489 4.2067 -3.9600 0.0 0.0 0.0 -0.089
H -1.8839 -5.0638 0.0528 0.1 0.0 0.0 0.029
C 2.9482 -2.3733 -3.3258 0.0 -0.1 -0.2 -0.067
C 5.5410 3.7595 0.2333 -0.2 -0.2 0.0 -1.538
Si 0.1185 -2.0347 3.8167 -0.7 0.2 0.4 0.359
H 0.7167 3.8454 -0.2958 -0.1 0.0 0.1 0.000
C 3.2865 2.7273 -0.6401 0.2 0.1 0.2 -1.123
H -2.9785 8.7865 -4.4019 0.0 0.0 0.0 0.068
C 1.6550 -2.4232 -5.3607 0.1 0.1 0.4 -0.204
S 0.0201 0.3616 -2.9692 -0.2 0.0 0.3 0.658
N -0.2288 1.8420 1.1031 -0.8 0.8 0.0 -0.201
C -1.7840 4.8978 -3.4497 -0.1 0.2 0.0 -0.301
S 4.5067 3.8862 -1.1420 0.0 -0.2 0.3 0.892
H -4.6599 -0.2698 0.0784 0.0 0.0 0.0 0.114
H 0.3307 4.8406 -3.8195 0.0 0.0 0.0 0.078
C -1.4255 1.8365 2.9813 0.0 0.5 -0.1 -0.600
S 2.4073 -0.7727 -1.2079 0.2 -0.3 -0.1 0.562
C -2.5143 -0.0382 0.0293 0.1 -0.1 0.1 -0.197
H -2.1767 -2.8754 3.2826 0.0 0.0 0.0 0.018
C -3.7550 8.0172 -4.4238 0.1 -0.1 0.0 -0.078
H -2.5881 0.8841 0.5842 0.0 0.1 -0.1 0.040
C 2.7393 -2.9008 -4.5986 -0.3 0.3 0.2 -0.207
C -1.3260 -1.7207 -1.1358 0.0 0.0 0.0 -0.223
C -2.5277 4.4115 -2.3585 0.3 -0.2 0.1 -0.538
H 3.7750 -2.7338 -2.7267 0.0 0.0 0.0 0.112
C -4.4509 4.6843 -0.7324 0.0 0.0 -0.1 -0.123
C 2.1111 -1.3950 -2.8045 -0.1 0.0 0.0 -0.635
H -0.4047 -2.1403 -1.5253 0.0 0.1 0.0 0.048
H -4.8419 3.6795 -0.9037 0.0 0.0 0.1 0.055
C 1.3872 -2.9509 -6.6578 -0.1 -0.1 -0.4 -0.196
C -0.3791 3.1508 1.2358 -0.1 -0.4 0.9 -0.737
S -1.3465 3.5528 2.6416 0.2 -0.3 -0.3 1.088
H -3.8093 4.6177 0.1497 0.0 -0.1 0.0 0.048
H 2.9263 -3.8986 4.1451 0.1 -0.1 0.0 -0.004
N 1.1536 -3.3706 -7.7042 0.0 0.0 0.1 0.141
C -3.6522 5.1413 -1.9203 0.1 0.0 -0.1 -0.324
H 1.5666 -0.7628 5.4389 0.0 -0.1 0.0 0.020
C 1.1535 -5.7542 1.5356 0.1 0.4 0.1 -0.232
H 0.5008 -6.6117 1.3542 -0.1 0.0 -0.1 0.028
Se -2.0817 2.7810 -1.4591 -0.3 -0.1 0.1 0.715
F -4.8519 -2.5060 -1.2321 -0.1 0.0 0.0 0.026
H 2.1575 -6.0176 1.1969 0.0 0.0 0.0 0.020
H -3.9676 7.7955 -5.4727 0.0 0.0 0.0 0.069
S 2.4340 1.0063 1.2987 0.0 -0.3 0.1 0.481
H -3.8138 0.3817 2.9296 0.0 0.0 0.0 0.065
H -4.9007 6.8461 -2.2484 0.0 0.0 0.0 0.099
C -3.7144 -0.6910 -0.2405 -0.1 -0.1 0.0 -0.018
C 4.5401 -3.0581 0.5811 -0.3 0.2 0.1 -0.233
H -2.1879 2.0205 4.9465 0.0 0.0 0.0 0.106
Sb 1.0269 -1.8304 1.3974 0.8 -1.2 0.8 0.896
H -4.0812 2.1062 3.2124 0.0 0.0 0.0 0.072
H -1.6100 -4.9781 1.7969 0.0 0.0 0.0 0.021
H 0.0023 -1.0680 -5.4398 0.0 0.0 0.0 0.115
Ti 0.5275 0.5561 -0.4700 1.8 0.8 -0.9 0.219
H 4.6865 -2.1936 -0.0657 0.0 0.0 0.0 -0.005
H 4.0567 -3.8415 -0.0089 0.0 0.0 0.0 0.011
C -1.2797 -0.5143 -0.4193 -0.9 -0.3 -0.2 -0.380
H -0.3754 3.2682 -3.4411 0.0 0.0 0.0 -0.032
C 3.5156 2.1160 0.5378 0.3 0.3 -0.1 -1.106
S 6.9200 4.6467 0.4343 0.2 0.1 0.0 0.422
H 1.0734 0.2527 4.0819 0.0 0.0 0.1 -0.001
H 0.7039 -3.7600 -1.8720 0.0 -0.1 0.0 0.002
H -0.0573 -0.0724 5.4005 0.0 -0.1 0.0 0.014
C -3.7235 1.1807 3.6659 0.1 0.0 0.1 -0.085
H 4.5768 -4.2137 3.5923 0.1 0.1 0.0 0.026
C 0.7291 -0.5127 4.7829 0.1 -0.1 -0.3 -0.228
H -0.4370 -3.5573 5.7254 -0.1 0.1 0.0 0.024
N -0.7987 1.1309 2.1224 -0.1 -0.3 0.2 0.012
C 0.3448 -3.5425 4.9621 0.3 0.0 -0.4 -0.226
C -2.4989 -2.4046 -1.4093 0.1 0.0 -0.1 -0.037
H -1.6137 6.4219 -4.9357 0.0 0.0 0.0 0.113
H 3.7881 -0.8035 3.8362 0.0 0.0 0.0 0.013
H -4.6581 8.4340 -3.9756 0.0 0.0 0.0 0.061
H 4.7024 -0.4042 2.3908 0.0 0.0 0.0 -0.019
H 3.2112 -4.9861 2.7841 0.1 0.1 0.1 -0.012
H 5.5212 -3.4218 0.8988 0.0 0.0 0.1 0.026
H 1.1920 -5.5803 2.6128 0.0 -0.1 0.0 -0.004
N 0.2501 4.1223 0.5829 0.2 -0.1 -0.6 0.106
C 0.8312 -1.4303 -4.8454 0.0 -0.1 -0.1 -0.050
H 5.3217 -1.6351 3.5025 0.0 -0.1 0.0 0.025
C -2.1962 6.0645 -4.0890 0.0 -0.1 0.0 -0.043
H -2.4908 -3.3323 -1.9680 0.0 0.0 0.0 0.119
Si 0.4451 -4.2490 0.5966 -0.5 -0.5 -0.2 0.384
S 1.8986 2.4786 -1.6413 -0.5 0.2 0.0 0.526
H -1.8652 0.3607 4.4174 0.0 0.2 0.0 0.047


Entry 4:
108
Properties=species:S:1:pos:R:3:forces:R:3:lowdin_charge:R:1 method="wB97M-V/def2-TZVPD" e_tot_ha=-5806.3568 charge=-1 e_homo_ev=-5.50 largest_force_ev_per_a=1.40 e_lumo_ha=0.046
O 2.7835 0.3432 -1.6056 0.2 -0.4 -0.1 -0.053
O -2.4522 4.9090 3.4272 0.1 -0.1 -0.1 -0.066
O 9.7019 0.0064 -1.4268 0.0 -0.1 0.2 -0.042
H 8.0561 -1.6502 -0.8173 0.0 0.1 -0.1 0.006
C -0.9437 -0.2906 -4.1741 0.5 0.3 0.1 -0.196
O 7.3898 -2.2077 -1.2344 0.0 -0.1 0.1 -0.039
H 4.7946 -0.7824 -2.7083 0.0 0.1 -0.1 0.022
H 2.5336 -0.4037 -2.1757 -0.2 0.1 -0.1 0.023
S 0.0084 -1.3636 1.2462 0.2 0.0 0.1 1.013
H 10.5869 0.3510 -1.2761 0.0 0.0 0.0 0.048
O 1.6220 2.6904 4.4775 0.1 0.1 0.0 -0.074
H -3.8737 2.0250 -0.1656 0.0 0.0 0.1 0.057
H -1.7683 5.4123 3.8865 0.0 0.0 0.1 0.020
H 3.0721 -4.3217 1.9882 -0.1 0.0 0.0 0.031
H -3.2338 7.7616 -5.3717 0.0 0.0 0.0 0.023
O 4.8676 -1.6703 -3.0770 0.0 0.1 0.1 -0.050
H -1.0008 3.8239 7.8079 -0.2 -0.1 -0.2 0.042
C -2.3938 1.0950 2.8329 1.0 0.6 0.6 -0.188
O -2.5590 1.5668 -4.8172 -0.4 -0.2 1.0 0.128
O 3.3831 -3.6768 2.6303 0.1 0.0 0.0 -0.071
N -1.3143 1.6557 3.3013 -1.0 -0.8 -0.6 0.068
H -2.4715 6.4501 -5.2258 0.1 -0.2 0.0 -0.007
H -0.6051 -0.1651 -0.7716 0.0 0.0 0.0 0.082
O -2.1374 -0.0100 2.0983 0.0 0.4 0.1 -0.002
H 1.0394 0.0296 -4.8747 0.3 -0.1 0.2 0.133
O -3.1683 -1.5920 4.7640 0.1 0.0 0.0 -0.060
H -3.4137 1.4195 2.9780 0.1 0.0 -0.1 0.103
H 3.5164 -2.8790 2.1033 -0.1 0.1 -0.1 0.002
H 0.6923 4.8964 6.0025 0.1 -0.1 -0.1 0.030
O -0.4374 3.0627 7.6228 -0.2 0.2 0.2 -0.047
O -1.2916 -3.6378 5.9102 0.0 0.0 0.0 -0.049
H -6.0621 0.1457 4.1125 0.0 0.0 0.0 0.038
H -2.6680 1.5265 -2.2362 0.1 0.5 0.4 0.072
H 1.3048 2.0579 3.8209 -0.1 -0.2 0.0 -0.011
H -0.3738 4.0246 5.4049 0.2 -0.1 0.0 0.015
O 6.5118 2.7271 3.1494 0.0 0.0 0.0 -0.062
H 4.9897 -2.0094 0.1559 0.0 0.0 0.0 0.023
H 3.2110 -8.0992 -5.3103 -0.1 0.1 0.0 0.042
H -1.0484 -0.4334 -5.2560 -0.4 -0.7 0.1 0.129
H 7.3231 2.8303 3.6534 0.0 0.0 0.0 0.024
O -1.6752 4.8970 -3.9749 0.0 0.0 0.0 -0.042
N -0.2493 0.8793 2.8361 -0.6 -0.5 -0.6 0.048
H 0.4613 -2.9757 -7.1545 0.0 0.0 0.0 0.009
H -0.9061 4.9523 -3.4007 0.0 0.0 0.0 0.048
H 2.3964 -4.1556 -5.6404 -0.1 0.0 0.2 0.048
H 1.8224 3.4812 3.9684 0.0 0.0 0.0 0.032
H 2.1910 0.2640 -0.8483 0.0 0.0 0.0 0.044
H 4.0249 -8.0105 -6.6004 0.0 0.0 0.0 0.034
H -2.2541 -1.8744 4.9011 0.0 -0.2 0.0 0.012
C 0.5772 -0.2922 -3.9343 -0.3 0.6 -0.7 -0.175
O -0.0859 4.9470 5.4401 -0.3 0.2 0.0 -0.075
O 4.0582 -1.7706 0.0925 0.3 -0.2 0.2 -0.054
H 6.6950 1.9956 2.5475 0.0 0.0 -0.1 -0.004
O 7.7181 0.4593 1.2573 0.0 0.0 0.1 -0.037
O -5.2868 -4.3612 -3.0259 0.0 0.1 0.0 -0.035
H 0.8695 0.4175 -3.1476 0.0 -0.1 0.1 0.108
O 0.8974 -1.6213 -3.6378 -0.2 0.2 0.2 -0.078
O -2.6728 7.1529 -5.8591 -0.1 0.0 0.1 -0.071
C 0.0614 -2.1732 -1.2967 -0.5 -0.1 -0.2 -0.221
H -3.2286 -5.5817 -0.8652 -0.1 0.0 -0.1 0.022
O -1.4230 -1.3832 -3.3879 -0.2 0.0 0.2 -0.003
H 7.8190 -0.3499 1.7673 0.0 0.0 0.0 0.048
H -1.4845 -4.3524 5.2952 0.0 0.0 -0.1 0.047
H 0.5097 4.5903 8.8514 0.2 -0.2 0.1 -0.011
H -7.7493 2.9950 1.0667 0.0 -0.1 0.0 0.048
H -1.0507 2.3199 7.6217 0.1 -0.1 0.0 0.059
H 8.3381 0.3923 0.5244 0.1 0.1 -0.1 0.006
H -5.3414 -4.2766 -3.9838 0.1 0.0 0.0 0.063
H -7.2372 4.4228 1.2104 0.0 0.0 0.0 0.045
H -5.3136 -2.3177 -2.3299 0.0 0.0 0.0 -0.005
O -5.6175 -1.4220 -2.1302 0.1 -0.1 0.1 -0.066
H -1.8904 3.9556 -3.9928 -0.1 -0.1 0.0 0.023
H 9.5907 -0.0133 -2.3826 -0.1 0.0 0.0 0.055
O 0.8324 5.1927 9.5318 -0.1 0.1 0.0 -0.054
H -0.0722 -3.1817 -0.9005 0.0 0.0 0.1 0.064
H -2.0157 4.0670 3.2341 0.0 0.0 0.1 0.010
O -2.7479 -4.8395 -1.2407 -0.1 0.0 0.4 -0.097
H 3.9931 -1.2825 -0.7386 -0.3 0.1 0.1 -0.008
H -1.7810 -1.4423 -0.4011 0.0 -0.1 0.0 0.081
H 1.0417 6.0070 9.0657 0.0 0.0 0.0 0.032
O -3.7601 1.1829 -0.6190 -0.2 0.0 -0.1 -0.022
O -1.7674 1.6537 -2.5809 0.2 -0.5 -0.2 0.140
H 5.3773 -2.1585 -2.4213 0.1 0.1 0.0 -0.001
O 3.3567 -7.5496 -6.0859 0.0 0.0 0.0 -0.044
C -0.7674 -0.0864 2.1213 0.3 0.6 0.3 -0.666
C -0.7203 -1.1963 -0.4341 0.0 0.0 -0.1 -0.443
O -0.1890 -2.4757 -6.6490 0.0 -0.1 -0.2 -0.085
O -4.8041 3.1734 2.8646 -0.1 0.0 0.1 -0.070
H -6.0508 -4.8888 -2.7755 0.0 0.0 0.0 0.054
H -5.7178 3.3516 3.1190 -0.1 0.1 -0.4 0.022
H 2.1164 -5.5177 -6.2830 0.1 0.0 0.1 0.005
B -0.2880 -2.1504 -2.9245 1.0 0.1 0.3 -1.154
H -3.4877 0.5578 0.0603 0.2 0.0 0.0 0.034
O -7.4502 3.6351 1.7198 -0.2 0.1 0.0 -0.049
H -3.1523 0.8417 -5.0509 0.1 0.1 -0.8 0.106
H -3.2908 -4.5237 -1.9716 0.1 -0.1 -0.1 -0.012
H -0.2521 -3.0173 -5.8456 -0.1 0.1 0.2 -0.047
H -4.4056 4.0472 2.7526 0.2 -0.1 0.3 0.030
H 1.1245 -1.9231 -1.2161 0.0 -0.2 0.0 0.073
Br -0.4244 -4.1714 -3.4998 -0.2 -0.1 -0.3 0.627
H -4.8614 -1.0025 -1.7058 0.0 0.1 -0.1 0.010
O 1.7126 -4.6654 -6.0867 0.2 -0.1 -0.4 -0.083
H -1.9517 -3.7264 6.6046 0.0 0.0 0.0 0.043
O -5.7449 0.7955 4.7463 0.0 0.0 0.0 -0.049
H 7.8427 -3.0389 -1.4065 0.0 0.0 0.0 0.050
B -1.7505 1.0159 -3.8040 0.0 0.2 -0.5 -0.561
H -5.5271 1.5748 4.2247 0.1 0.0 0.0 -0.011
H -3.1513 -1.0664 3.9594 0.0 -0.1 0.0 -0.004


Entry 5:
20
Properties=species:S:1:pos:R:3:forces:R:3:nbo_charge:R:1 method="wB97M-V/def2-TZVPD" e_tot_ha=-402.5902 charge=+1 e_homo_ev=-14.17 largest_force_ev_per_a=8.90 e_lumo_ha=-0.130
H -1.3764 -0.2899 -2.0362 0.9 -1.0 0.3 0.247
C 1.4016 0.1288 1.3890 4.4 -1.3 1.2 0.391
H -0.6945 -1.6956 -0.2541 1.2 2.8 0.8 0.492
C 1.2122 1.1348 -0.9660 -0.8 0.5 4.2 -0.350
H 0.0805 1.3417 -2.6973 0.0 -0.6 -1.8 0.248
H 2.5505 0.3956 1.5672 -2.0 0.4 -1.2 0.167
N -0.4341 -0.6262 -0.0917 -1.9 0.4 1.4 -0.549
H -1.3648 -2.2986 3.0054 1.9 -3.6 7.4 0.470
H -0.6384 2.3375 -1.5167 1.4 -1.2 0.3 0.248
C -0.0779 1.3434 -1.6674 -1.3 1.8 1.2 -0.446
H -2.0321 0.6933 -0.9916 1.3 -0.4 1.3 0.254
H 1.4458 1.9393 -0.2390 0.1 -0.1 -0.9 0.236
C 0.9208 -0.1417 0.0424 2.7 1.3 -3.3 -0.208
O 0.8884 -0.2839 2.3726 -2.1 0.1 1.2 -0.473
O -1.4357 -1.8766 2.2634 -4.5 2.3 -7.3 -0.935
H 2.0939 0.8339 -1.4656 0.6 0.3 -1.2 0.233
C -1.0001 0.2551 -1.1608 -4.1 0.3 -2.5 -0.271
H -2.4086 -2.2007 2.1074 2.4 1.2 -0.3 0.473
H -0.7603 -0.3158 0.9017 -0.5 -1.4 -1.5 0.498
H 1.6292 -0.6741 -0.5627 0.2 -1.8 0.9 0.275


Entry 6:
6
Properties=species:S:1:pos:R:3:forces:R:3:nbo_charge:R:1 method="wB97M-V/def2-TZVPD" e_tot_ha=-190.6454 smiles="C#CC=O" e_homo_ev=-10.57 largest_force_ev_per_a=1.02 e_lumo_ha=0.004
H -1.0306 -1.1769 1.8277 -0.3 0.2 0.3 0.239
H 1.4483 0.9504 -0.6429 -0.1 0.1 -0.2 0.139
O 0.2702 -0.2015 -1.8325 0.2 0.6 0.2 -0.483
C 0.4944 0.4306 -0.8308 0.1 -0.2 -0.4 0.367
C -0.7704 -0.3829 1.1714 0.1 0.2 -0.3 -0.112
C -0.4119 0.3803 0.3071 0.0 -0.9 0.4 -0.151